No. 1
The following is a quantum chemistry calculation of a gas-phase ion, C3H4ClO4 (charge -1), from OMol25.

Last column: Mulliken charge in e.
Element x y z (Å)
Cl 1.820 1.244 1.418  -0.278
O -1.224 1.729 2.020  -0.702
O 0.512 0.620 -1.732  -0.546
O -0.955 2.185 -0.124  -0.724
O 0.096 -0.614 1.853  -0.568
C -0.844 1.589 0.896  0.488
C 0.406 -0.308 -0.728  -0.493
C 0.275 0.446 0.919  0.451
H 1.229 -1.087 -0.622  0.291
H -0.725 -0.327 2.464  0.366
H -0.545 -0.853 -0.817  0.253
H -0.109 1.261 -1.422  0.462

The value obtained for the energy above the lowest of the compared OMol25 structures with the same formula, charge and spin is 44.3 kcal/mol. The HOMO energy comes out at -4.56 eV. The total charge is -1. Its max |F| is 0.1012 Eh/bohr. For the HOMO-LUMO gap, the calculation gives 0.3067 Ha.

No. 2
The following is a quantum chemistry calculation of a molecular structure, C36H40BNP2Pt, from OMol25.

Last column: Mulliken spin population.
Element x y z (Å)
Pt -0.932 1.533 -1.051  0.414
P -1.568 -0.922 0.445  0.535
P 2.629 -0.119 0.716  0.061
N -0.938 -0.155 2.216  0.024
C -3.539 -4.574 0.341  0.006
C -2.872 -2.444 1.958  -0.021
C -1.282 0.077 3.343  0.056
C 0.076 -1.534 0.023  1.015
C 3.738 -2.539 1.490  0.025
C 5.370 -0.793 1.101  0.001
C -3.968 -4.539 1.675  0.003
C -4.388 -0.112 0.318  0.028
C 3.239 1.351 -0.160  0.047
C 0.586 1.031 -2.386  0.091
C 6.376 -1.659 1.557  0.003
C -3.026 0.261 0.453  0.147
C -2.617 1.645 0.504  0.021
C -2.492 -2.444 0.625  0.117
C -3.612 -3.465 2.512  -0.005
C 4.048 1.202 -1.305  -0.003
C 4.020 -1.210 1.123  0.002
C 0.268 0.035 -3.453  0.008
C -2.752 -3.557 -0.205  0.007
C 1.347 -1.025 -0.179  0.530
C -0.772 2.995 -3.430  0.019
C 6.069 -2.941 2.009  0.000
C 4.525 2.333 -1.972  0.005
C 2.874 2.644 0.262  0.038
C -2.032 2.099 -3.715  0.069
C -1.061 -0.707 -3.130  0.098
C -1.887 0.068 -2.161  0.066
C 3.392 3.768 -0.382  0.006
C -2.414 1.375 -2.461  0.184
C -5.359 0.894 0.274  0.033
C -3.679 2.606 0.607  0.045
C 0.200 2.413 -2.435  0.415
C 4.229 3.611 -1.493  0.008
C -5.009 2.227 0.456  0.024
C 1.970 0.512 2.263  0.048
C 4.746 -3.376 1.960  0.007
B -1.796 0.223 4.793  0.002
H 1.593 0.944 -1.984  -0.182
H -1.048 0.871 5.497  0.003
H 7.409 -1.325 1.556  0.000
H 1.103 -0.663 -3.589  0.005
H 6.853 -3.600 2.363  0.000
H 1.642 -0.389 2.782  -0.007
H 4.302 0.212 -1.669  -0.002
H 0.026 -2.640 -0.013  -0.049
H 0.960 3.082 -1.997  0.001
H 4.498 -4.378 2.297  0.000
H 2.778 1.016 2.808  0.003
H -0.804 -1.664 -2.690  0.026
H 0.180 0.595 -4.383  -0.001
H -6.405 0.612 0.167  0.001
H -2.910 0.719 4.809  -0.002
H -5.796 2.972 0.527  0.001
H -4.679 -1.159 0.268  0.006
H -1.903 1.455 -4.591  0.000
H -1.890 -0.910 5.275  0.009
H -2.578 -1.605 2.579  0.001
H 5.142 2.228 -2.857  0.000
H -1.184 3.886 -2.931  0.001
H 5.640 0.195 0.735  0.001
H -4.538 -5.359 2.110  0.000
H -3.822 -5.450 -0.275  0.000
H -2.365 -3.602 -1.227  0.004
H 2.716 -2.916 1.404  0.012
H -1.668 1.941 1.044  0.002
H 3.153 4.776 -0.021  0.000
H 4.634 4.504 -1.975  0.000
H -3.876 -3.405 3.563  0.000
H 2.204 2.776 1.126  -0.015
H -1.607 -0.916 -4.050  0.003
H -3.416 3.614 0.891  0.005
H -2.842 2.792 -3.929  0.004
H -0.204 3.338 -4.310  0.019
H -2.582 -0.590 -1.585  -0.028
H 1.854 -1.542 -1.018  0.015
H 1.117 1.193 2.172  -0.009
H -3.391 1.603 -1.985  -0.004

The value obtained for the energy above the lowest of the compared OMol25 structures with the same formula, charge and spin is 51.4 kcal/mol. The HOMO energy (spin up / spin down) comes out at -11.80 / -14.60 eV. The total charge is +2. The multiplicity is 5. Its max |F| is 0.0780 Eh/bohr. For the HOMO-LUMO gap (spin up / spin down), the calculation gives 0.2081 / 0.2172 Ha.